Record 1
Molecular formula: C7H25N7O6Y
Method: DFT, wB97M-V/def2-TZVPD

Net charge = +1
Molecular weight = 392.226 g mol⁻¹
HOMO energy = -11.343 eV
Calculated total energy = -1154.2215 hartree

XYZ file:
```
46
C7H25N7O6Y wB97M-V/def2-TZVPD
Y -3.99 0.54 -3.22
O -2.48 -0.46 -5.66
H -2.19 -1.33 -5.98
O -1.42 -0.36 -1.94
H -0.92 -1.08 -2.37
C -3.49 -1.05 2.81
O -2.98 -0.81 3.90
N -4.71 -0.51 2.47
N -2.86 -1.55 1.81
H -4.87 -0.48 1.47
H -5.10 0.15 3.12
H -3.32 -1.83 0.95
H -1.89 -1.77 1.98
C 1.01 4.66 -1.80
O 1.55 5.49 -2.47
N 0.49 3.56 -2.23
N 0.87 4.72 -0.50
H 0.35 3.64 -3.23
H -0.02 2.89 -1.67
H 1.38 5.41 0.02
H 0.56 3.86 -0.08
C 1.72 -3.25 -4.10
O 2.73 -3.86 -4.27
N 0.96 -2.75 -4.97
N 1.29 -3.08 -2.91
H 0.13 -2.23 -4.72
H 1.50 -2.49 -5.79
H 1.70 -3.59 -2.14
H 1.05 -2.13 -2.68
C 1.45 1.26 3.58
C 1.43 0.87 2.07
C 1.87 -0.51 1.51
O 1.22 -1.65 2.08
C 1.49 -1.84 3.46
N 0.11 1.25 1.61
H 2.33 0.99 4.15
H 0.58 0.83 4.07
H 1.46 2.35 3.60
H 2.05 1.67 1.68
H 2.96 -0.57 1.53
H 1.78 -0.67 0.44
H 0.59 -1.67 4.04
H 2.34 -1.30 3.88
H 1.78 -2.89 3.50
H -0.53 0.79 2.24
H 0.03 0.74 0.74
```

Atom charges from the Löwdin analysis, given in e for atoms 1 to 4: number 1, Y, carries 1.9998; number 2, O, carries -0.4288; number 3, H, carries -0.0599; number 4, O, carries -0.4292

***

Record 2
Molecular formula: C56H124AsF6N6
Method: DFT, wB97M-V/def2-TZVPD

Net charge = +5
Molecular weight = 1070.560 g mol⁻¹
HOMO energy = -16.376 eV
Calculated total energy = -5369.7814 hartree

XYZ file:
```
193
C56H124AsF6N6 wB97M-V/def2-TZVPD
C -2.53 8.33 -6.34
C -1.68 8.61 -5.12
C -2.30 8.16 -3.78
N -1.38 8.21 -2.55
C -0.36 7.00 -2.54
C -1.04 5.69 -2.25
C -2.03 5.69 -1.11
C -3.06 6.87 -1.20
C -2.22 8.18 -1.34
C -0.59 9.49 -2.54
H -1.92 8.63 -7.18
H -3.46 8.86 -6.36
H -2.75 7.26 -6.50
H -1.38 9.67 -5.13
H -0.77 8.02 -5.27
H -2.61 7.11 -3.89
H -3.14 8.76 -3.52
H 0.15 7.06 -3.50
H 0.38 7.29 -1.80
H -1.61 5.36 -3.15
H -0.25 4.93 -2.14
H -2.53 4.70 -1.09
H -1.55 5.77 -0.14
H -3.83 6.65 -1.94
H -3.68 6.96 -0.28
H -2.75 9.11 -1.29
H -1.52 8.22 -0.49
H -0.14 9.55 -1.56
H -1.34 10.30 -2.70
H 0.11 9.43 -3.34
C 0.09 -4.78 0.71
C 0.08 -5.74 1.90
C -0.53 -4.96 3.10
N -0.76 -5.89 4.36
C 0.54 -6.56 4.83
C 0.53 -7.19 6.23
C -0.03 -6.22 7.26
C -1.43 -5.78 6.82
C -1.29 -5.00 5.48
C -1.79 -6.96 4.03
H 0.60 -3.84 0.97
H -0.93 -4.45 0.56
H 0.53 -5.18 -0.18
H 1.06 -6.09 2.12
H -0.57 -6.58 1.64
H -1.45 -4.41 2.78
H 0.20 -4.24 3.41
H 1.24 -5.70 4.82
H 0.76 -7.31 4.04
H 1.57 -7.41 6.45
H -0.08 -8.10 6.10
H 0.58 -5.38 7.48
H -0.07 -6.77 8.19
H -1.95 -5.02 7.49
H -2.06 -6.62 6.79
H -0.63 -4.11 5.59
H -2.30 -4.55 5.16
H -1.30 -7.76 3.47
H -2.62 -6.50 3.48
H -2.11 -7.49 4.98
C -3.69 -5.13 -10.18
C -3.84 -4.12 -8.97
C -2.76 -4.46 -7.86
N -2.64 -3.42 -6.74
C -4.02 -3.03 -6.27
C -4.04 -2.08 -5.01
C -3.44 -2.87 -3.87
C -1.99 -3.21 -4.25
C -1.87 -4.05 -5.50
C -1.92 -2.23 -7.22
H -3.50 -6.11 -9.72
H -2.83 -4.76 -10.71
H -4.62 -5.19 -10.79
H -4.81 -4.23 -8.48
H -3.83 -3.12 -9.40
H -1.79 -4.60 -8.22
H -3.07 -5.40 -7.39
H -4.52 -3.94 -5.97
H -4.59 -2.58 -7.13
H -5.10 -1.76 -4.88
H -3.42 -1.21 -5.21
H -4.06 -3.78 -3.84
H -3.54 -2.28 -2.93
H -1.48 -3.81 -3.44
H -1.34 -2.28 -4.24
H -2.44 -4.95 -5.40
H -0.77 -4.16 -5.75
H -2.42 -1.56 -7.87
H -1.07 -2.56 -7.77
H -1.50 -1.67 -6.42
C -4.88 -0.32 1.85
C -5.74 0.95 1.80
C -7.16 0.46 1.80
N -8.27 1.52 1.82
C -9.54 0.80 1.30
C -9.39 0.61 -0.23
C -9.13 1.93 -0.96
C -7.88 2.59 -0.45
C -7.96 2.80 1.04
C -8.52 1.98 3.24
H -5.12 -1.04 2.65
H -3.83 -0.17 2.07
H -4.82 -0.86 0.94
H -5.45 1.54 0.91
H -5.61 1.60 2.70
H -7.32 -0.09 2.72
H -7.46 -0.27 1.03
H -9.62 -0.18 1.80
H -10.48 1.33 1.61
H -8.61 -0.11 -0.51
H -10.30 0.22 -0.62
H -9.04 1.73 -2.02
H -10.05 2.53 -0.87
H -7.07 1.91 -0.68
H -7.64 3.58 -0.88
H -7.10 3.30 1.43
H -8.82 3.47 1.24
H -9.20 2.77 3.22
H -7.63 2.25 3.74
H -8.93 1.17 3.82
C 9.14 3.84 7.91
C 7.58 3.46 7.80
C 7.21 2.06 7.77
N 6.14 1.51 8.64
C 4.91 2.34 8.90
C 4.03 2.51 7.67
C 3.29 1.38 7.17
C 4.88 0.17 6.80
C 5.62 0.26 7.99
C 6.46 0.97 10.14
H 9.88 3.37 8.41
H 9.68 4.87 7.77
H 9.22 3.34 6.83
H 7.33 3.89 6.74
H 7.41 4.42 8.32
H 8.02 1.37 7.76
H 6.71 2.02 6.75
H 5.28 3.22 9.35
H 4.23 1.74 9.49
H 4.61 3.20 7.00
H 2.72 3.51 8.08
H 2.99 1.87 6.19
H 2.76 0.63 7.87
H 4.93 0.79 5.82
H 4.78 -0.94 6.47
H 6.39 -0.39 7.72
H 5.05 -0.21 8.84
H 7.41 0.44 9.86
H 5.66 0.37 10.62
H 6.83 1.72 10.85
C 8.60 -3.85 -4.86
C 8.48 -2.48 -4.08
C 7.16 -1.80 -4.26
C 6.94 -0.63 -3.32
N 5.49 -0.19 -3.13
C 4.90 0.46 -4.34
C 3.66 1.16 -3.90
C 3.95 1.50 -2.43
C 5.34 0.91 -2.11
C 4.69 -1.45 -2.64
C 5.35 -2.21 -1.51
C 4.33 -3.11 -0.80
H 8.22 -3.82 -5.90
H 8.16 -4.66 -4.29
H 9.69 -4.02 -4.94
H 9.29 -1.77 -4.39
H 8.75 -2.63 -3.03
H 6.31 -2.54 -4.14
H 7.09 -1.46 -5.30
H 7.43 0.26 -3.74
H 7.24 -0.72 -2.32
H 4.84 -0.29 -5.07
H 5.70 1.12 -4.68
H 2.79 0.49 -4.01
H 3.43 2.00 -4.55
H 3.21 0.96 -1.82
H 3.94 2.52 -2.22
H 5.47 0.54 -1.06
H 6.08 1.65 -2.34
H 4.40 -2.05 -3.50
H 3.74 -1.06 -2.24
H 5.82 -1.58 -0.77
H 6.15 -2.91 -1.84
H 3.91 -3.85 -1.42
H 3.51 -2.47 -0.52
H 4.78 -3.46 0.12
As -0.07 -0.41 -0.63
F -1.19 -0.45 0.75
F -0.97 0.83 -1.40
F 0.99 -0.42 -1.97
F 0.83 -1.73 0.06
F -1.07 -1.57 -1.36
F 0.85 0.78 0.22
```

Atom charges from the Löwdin analysis, given in e for atoms 1 to 4: number 1, C, carries -0.0866; number 2, C, carries -0.2304; number 3, C, carries -0.1039; number 4, N, carries -0.2791